{
  "formula": "C5H8N2",
  "method": "the ωB97M-V functional and the def2-TZVPD basis",
  "species": ["C", "C", "C", "C", "N", "C", "N", "H", "H", "H", "H", "H", "H", "H", "H"],
  "coordinates": [[1.3680, 1.3321, 1.1735], [0.7436, 1.1677, -0.2588], [-0.2738, 0.1170, -0.2399], [-0.2035, -1.0940, -1.0007], [-1.2698, -1.8742, -0.7960], [-1.8844, -1.2825, 0.2842], [-1.1626, -0.2535, 0.7649], [2.4094, 1.7988, 1.0743], [1.5271, 0.3234, 1.7092], [0.7698, 2.1183, 1.7356], [0.2783, 2.0844, -0.6379], [1.4915, 0.9006, -1.0201], [0.6262, -1.2396, -1.7540], [-1.5180, -2.6050, -1.4072], [-2.9018, -1.4933, 0.3729]],
  "lowdin_charge": [-0.11, -0.23, -0.31, -0.11, 0.05, -0.18, 0.09, 0.07, 0.09, 0.08, 0.11, 0.10, 0.13, 0.13, 0.09],
  "lumo_energy_ha": 0.034,
  "fmax_ev_per_a": 6.20,
  "gap_ev": 8.99,
  "homo_energy_ev": -8.06,
  "total_charge": 0
}

{
  "formula": "C30H61IrN2O5SSbSi7",
  "method": "the ωB97M-V functional and the def2-TZVPD basis",
  "species": ["Ir", "O", "C", "O", "C", "C", "C", "N", "C", "C", "C", "O", "O", "H", "H", "H", "O", "N", "C", "C", "C", "C", "C", "S", "H", "H", "H", "H", "C", "Si", "C", "C", "Sb", "Si", "C", "C", "C", "Si", "C", "C", "C", "H", "H", "H", "H", "H", "H", "H", "H", "H", "H", "H", "H", "H", "H", "H", "H", "H", "H", "H", "H", "H", "H", "H", "H", "H", "H", "H", "C", "Si", "C", "C", "Si", "Si", "C", "C", "C", "Si", "C", "C", "C", "H", "H", "H", "H", "H", "H", "H", "H", "H", "H", "H", "H", "H", "H", "H", "H", "H", "H", "H", "H", "H", "H", "H", "H", "H", "H", "H"],
  "coordinates": [[0.1506, -0.7019, 0.7976], [0.7217, 1.3107, 7.7092], [1.5570, 1.6264, 6.8503], [2.5187, 2.3989, 6.9198], [1.3483, 0.9559, 5.4634], [0.5018, -0.1557, 5.3035], [0.2717, -0.6560, 4.0437], [0.7987, -0.1339, 2.9308], [1.6153, 0.9416, 3.0769], [1.9239, 1.4788, 4.3242], [2.0588, 1.6488, 1.8482], [2.9149, 2.5355, 1.9132], [1.4491, 1.3371, 0.7561], [0.0107, -0.5868, 6.1616], [-0.3891, -1.5045, 3.9059], [2.5807, 2.3352, 4.3709], [-1.9113, -1.0799, -0.3730], [-2.5914, -2.2324, -0.2673], [-3.6353, -2.4422, -1.1357], [-4.4196, -3.5559, -1.0437], [-4.1632, -4.5179, -0.0620], [-3.0942, -4.2862, 0.8161], [-2.3153, -3.1512, 0.7193], [-1.0336, -2.8541, 1.8231], [-3.7641, -1.6633, -1.8682], [-5.2431, -3.6748, -1.7337], [-4.7523, -5.4187, 0.0170], [-2.8541, -4.9904, 1.5975], [-4.7666, 0.6444, -0.0325], [-3.5316, 1.7238, -1.0274], [-4.5333, 3.3360, -1.3710], [-3.3077, 0.9648, -2.7721], [-1.1460, 1.6673, 0.0532], [-1.8119, 2.8207, 2.3109], [-2.6228, 1.5109, 3.4481], [-3.1721, 4.1642, 2.0293], [-0.4281, 3.7744, 3.2258], [0.0601, 3.7743, -0.9125], [-1.2011, 5.1996, -1.2315], [0.7072, 3.3373, -2.6645], [1.4614, 4.5903, 0.0899], [-5.5790, 0.2701, -0.6508], [-5.2034, 1.1955, 0.7964], [-4.2501, -0.2139, 0.3802], [-5.4379, 3.1192, -1.9312], [-3.9567, 4.0480, -1.9487], [-4.8270, 3.8283, -0.4516], [-4.2473, 0.6337, -3.2096], [-2.6390, 0.1126, -2.7086], [-2.8583, 1.6805, -3.4560], [-3.5323, 1.1139, 3.0028], [-2.8768, 1.9160, 4.4247], [-1.9467, 0.6770, 3.6101], [-4.1246, 3.7248, 1.7573], [-2.8892, 4.8498, 1.2388], [-3.3223, 4.7508, 2.9298], [0.5444, 3.3245, 3.0657], [-0.6003, 3.7848, 4.2995], [-0.3675, 4.8065, 2.8874], [-1.9790, 4.8931, -1.9207], [-0.7053, 6.0659, -1.6576], [-1.6788, 5.5179, -0.3120], [-0.0907, 2.9487, -3.2917], [1.4758, 2.5759, -2.5954], [1.1342, 4.2025, -3.1661], [1.0684, 5.2516, 0.8570], [2.1222, 5.1709, -0.5495], [2.0732, 3.8459, 0.5930], [-0.6889, -2.8931, -3.3872], [0.8893, -1.8352, -3.1062], [2.0931, -2.5404, -4.4470], [0.4377, -0.1181, -3.8478], [1.6255, -1.7298, -0.8104], [2.1384, -4.0656, -0.3989], [3.5217, -4.9723, -1.4075], [2.7235, -4.2482, 1.4192], [0.6479, -5.2606, -0.6233], [3.8228, -0.7586, -1.0098], [5.1310, -1.5983, -2.1662], [4.6788, -0.7637, 0.7026], [3.7709, 1.0425, -1.6545], [-1.0763, -2.8299, -4.4037], [-1.4760, -2.5684, -2.7170], [-0.4970, -3.9394, -3.1728], [1.6598, -2.5164, -5.4436], [2.3558, -3.5689, -4.2266], [3.0151, -1.9709, -4.4806], [-0.0993, -0.1895, -4.7906], [1.3309, 0.4718, -4.0256], [-0.1848, 0.4303, -3.1475], [4.4845, -4.4861, -1.2996], [3.2831, -4.9780, -2.4659], [3.6458, -6.0041, -1.0885], [3.7290, -3.8537, 1.5356], [2.7257, -5.2749, 1.7778], [2.0689, -3.6737, 2.0674], [0.5043, -5.4997, -1.6753], [-0.2635, -4.7936, -0.2671], [0.7638, -6.1969, -0.0794], [5.3387, -2.6128, -1.8449], [6.0761, -1.0595, -2.1733], [4.7792, -1.6519, -3.1912], [5.0487, -1.7524, 0.9626], [3.9670, -0.4698, 1.4661], [5.5141, -0.0712, 0.7601], [3.3400, 1.0915, -2.6521], [4.7538, 1.5073, -1.6989], [3.1522, 1.6365, -0.9919]],
  "lowdin_charge": [0.55, -0.06, -0.72, -0.04, -0.08, 0.00, -0.18, -0.01, -0.20, 0.04, -0.65, 0.02, -0.33, 0.11, 0.03, 0.13, -0.42, -0.19, -0.05, -0.08, -0.07, -0.11, -0.67, 0.65, 0.11, 0.10, 0.09, 0.10, -0.22, 0.38, -0.23, -0.25, 0.95, 0.40, -0.21, -0.23, -0.19, 0.40, -0.23, -0.23, -0.20, 0.02, 0.01, 0.00, 0.01, -0.01, 0.00, 0.02, -0.02, 0.02, 0.01, 0.03, -0.01, 0.00, -0.01, 0.02, 0.00, 0.04, 0.02, -0.01, 0.01, -0.01, 0.01, -0.01, 0.02, 0.02, 0.02, -0.01, -0.21, 0.40, -0.22, -0.23, 0.27, 0.39, -0.22, -0.23, -0.23, 0.41, -0.21, -0.21, -0.21, 0.02, -0.01, 0.00, 0.02, 0.00, -0.01, 0.02, 0.00, -0.01, -0.01, 0.00, 0.01, 0.00, 0.01, 0.00, 0.00, -0.02, 0.02, -0.01, 0.02, -0.01, 0.01, 0.01, 0.02, 0.00, 0.02, 0.00],
  "lumo_energy_ha": [0.141, 0.141],
  "fmax_ev_per_a": 2.13,
  "spin_multiplicity": 2,
  "gap_ev": [5.86, 5.62],
  "homo_energy_ev": [-2.02, -1.79],
  "total_charge": -2
}

{
  "formula": "C4H12O3",
  "method": "the ωB97M-V functional and the def2-TZVPD basis",
  "species": ["C", "C", "C", "C", "H", "H", "H", "H", "H", "H", "H", "H", "O", "H", "H", "O", "H", "H", "O"],
  "coordinates": [[1.1698, -0.6477, -1.6308], [0.3115, -1.0324, -0.6507], [0.5904, -0.4826, 0.6705], [-0.2659, -0.7396, 1.6759], [1.0784, -0.8875, -2.7063], [2.0665, -0.1115, -1.3545], [-0.6865, -1.5642, -0.8162], [1.3358, 0.2408, 0.5835], [-0.4518, -0.0814, 2.5383], [-3.4213, 0.4351, 0.2522], [1.3082, 2.0146, -0.5108], [3.2228, 1.8308, 0.5097], [2.5131, 1.3537, 0.0287], [-1.0409, -1.6733, 1.4764], [-2.7931, -2.7518, 0.4713], [-2.2835, -1.9217, 0.3599], [-2.8894, 0.8345, 0.5607], [-0.0218, 3.0337, -0.8682], [0.2576, 2.1503, -0.5897]],
  "lowdin_charge": [0.03, -0.17, -0.17, 0.02, 0.05, 0.03, 0.09, 0.01, 0.06, 0.01, -0.02, -0.06, -0.44, 0.07, -0.03, -0.29, 0.02, -0.01, -0.19],
  "lumo_energy_ha": [0.143, 0.046],
  "fmax_ev_per_a": 3.51,
  "spin_multiplicity": 2,
  "gap_ev": [8.25, 5.43],
  "homo_energy_ev": [-4.35, -4.18],
  "total_charge": -1
}